a | Entry from the OMol25 dataset: a 2-piece molecular cluster, C3H3F3O overall (ωB97M-V with the def2-TZVPD basis set).

Structure (ORCA input):
```
! wB97M-V def2-TZVPD RIJCOSX def2/J DEFGRID3
* xyz 0 1
F -1.406 -1.979 0.293
F 0.705 -2.355 0.264
F 2.044 -0.589 1.972
O 0.130 0.819 1.485
C -0.237 -0.332 -0.918
C -0.262 -1.404 0.150
C -0.179 0.026 0.531
H 0.899 0.398 2.109
H -1.048 -0.062 -1.712
H 0.640 -0.116 -1.513
*
```

Calculated values
LUMO, eV: -2.462

b | Entry from the OMol25 dataset: a single C3H3F3O molecule (ωB97M-V with the def2-TZVPD basis set).

Structure (ORCA input):
```
! wB97M-V def2-TZVPD RIJCOSX def2/J DEFGRID3
* xyz 0 1
F -1.530 1.502 -0.487
F -0.383 -1.678 0.370
F -0.454 -0.634 -1.546
O -2.171 0.344 1.220
C -1.369 0.475 0.396
C 1.251 0.066 0.028
C -0.162 -0.441 -0.176
H 1.566 -0.179 1.115
H 1.885 -0.570 -0.638
H 1.367 1.117 -0.282
*
```

Calculated values
LUMO, eV: 0.734

Of them, the most stable is b and the least stable is a.

a | Entry from the OMol25 dataset: a single C3H3F3O molecule (ωB97M-V with the def2-TZVPD basis set).

Structure (ORCA input):
```
! wB97M-V def2-TZVPD RIJCOSX def2/J DEFGRID3
* xyz 0 1
F -0.083 -1.993 0.135
F 1.804 0.120 1.049
F 2.057 0.407 -1.008
O -0.389 1.521 -0.172
C -0.040 -0.688 -0.317
C 1.259 0.047 -0.101
C -1.082 0.404 0.271
H -2.189 0.382 0.152
H -0.245 -0.492 -1.354
H -1.093 0.293 1.345
*
```

Calculated values
LUMO (spin up / spin down), eV: -0.864 / -0.861

b | Entry from the OMol25 dataset: a single C3H3F3O molecule (ωB97M-V with the def2-TZVPD basis set).

Structure (ORCA input):
```
! wB97M-V def2-TZVPD RIJCOSX def2/J DEFGRID3
* xyz 0 1
F 0.033 -1.992 -0.394
F -1.943 -0.089 1.236
F -1.055 1.189 -0.209
O -2.190 -0.604 -0.956
C 0.823 -0.104 0.967
C -0.064 -0.768 0.193
C -1.412 -0.145 -0.050
H 1.780 -0.580 1.190
H -3.102 -0.291 -0.788
H 0.789 0.860 1.422
*
```

Calculated values
LUMO, eV: 0.666

Of them, the most stable is b and the least stable is a.

a | Entry from the OMol25 dataset: H10LiO5 as an isolated structure (ωB97M-V with the def2-TZVPD basis set).

Structure (ORCA input):
```
! wB97M-V def2-TZVPD RIJCOSX def2/J DEFGRID3
* xyz 1 1
O 1.279 -16.995 6.895
O 2.778 -16.199 9.092
O 4.553 -15.148 6.922
O 4.278 -18.825 8.583
O 3.621 -17.862 5.374
Li 3.476 -16.911 7.236
H 1.146 -16.321 7.515
H 3.535 -17.239 4.641
H 3.817 -18.728 5.044
H 1.087 -17.929 7.052
H 4.689 -14.363 7.231
H 5.300 -15.111 6.216
H 2.413 -15.335 9.638
H 3.064 -16.787 9.922
H 4.269 -19.715 8.911
H 5.208 -18.673 8.391
*
```

Calculated values
LUMO, eV: -3.305

b | Entry from the OMol25 dataset: H10LiO5 as an isolated structure (ωB97M-V with the def2-TZVPD basis set).

Structure (ORCA input):
```
! wB97M-V def2-TZVPD RIJCOSX def2/J DEFGRID3
* xyz 1 1
O -1.709 -1.114 -0.143
O -1.184 1.644 0.882
O 1.253 -0.228 1.762
O 1.158 -1.632 -0.748
O 0.467 1.197 -1.792
Li 0.119 0.127 0.000
H 0.943 -0.902 2.163
H -2.544 -0.726 -0.275
H -2.047 1.273 0.939
H 1.724 -2.177 -1.425
H 1.304 1.696 -2.032
H 1.968 0.099 2.219
H -1.624 -2.103 -0.436
H -0.266 1.794 -1.986
H 1.734 -1.603 0.005
H -1.294 2.657 0.867
*
```

Calculated values
LUMO, eV: -3.215

Of them, the most stable is b and the least stable is a.

a | Entry from the OMol25 dataset: C4H7N2 as an isolated structure (ωB97M-V with the def2-TZVPD basis set).

Structure (ORCA input):
```
! wB97M-V def2-TZVPD RIJCOSX def2/J DEFGRID3
* xyz 1 1
N 0.447 2.324 1.497
N 0.357 -1.946 0.699
C -0.540 0.300 -1.827
C -0.291 0.077 -0.571
C 0.424 1.700 0.432
C -0.363 -0.857 0.455
H 0.067 -2.614 1.375
H -1.110 -0.408 -2.535
H 0.356 2.049 2.448
H 0.955 -2.175 -0.096
H -0.217 1.125 -2.326
H -1.181 -0.607 1.167
H 0.718 2.000 -0.542
*
```

Calculated values
LUMO (spin up / spin down), eV: -4.937 / -4.937

b | Entry from the OMol25 dataset: an isolated ion of composition C4H7N2 and charge +1 (ωB97M-V with the def2-TZVPD basis set).

Structure (ORCA input):
```
! wB97M-V def2-TZVPD RIJCOSX def2/J DEFGRID3
* xyz 1 1
N -0.007 1.975 -0.432
N -1.904 -0.026 -0.128
C 0.745 0.962 -0.162
C -1.035 -0.805 0.394
C 0.349 -0.489 0.099
C 1.281 -1.464 0.069
H 2.290 -1.273 -0.369
H 1.106 -2.448 0.403
H 0.469 2.880 -0.395
H -1.188 -1.760 0.942
H 1.838 0.932 -0.107
H -2.870 -0.439 -0.067
H -1.074 1.956 -0.247
*
```

Calculated values
LUMO, eV: -5.531

c | Entry from the OMol25 dataset: an isolated ion of composition C4H7N2 and charge +1 (ωB97M-V with the def2-TZVPD basis set).

Structure (ORCA input):
```
! wB97M-V def2-TZVPD RIJCOSX def2/J DEFGRID3
* xyz 1 1
N 1.724 0.437 -0.085
N -0.678 0.540 -0.452
C -1.965 0.563 0.150
C 0.672 1.097 0.114
C -1.266 -0.709 -0.259
C 2.705 -0.279 -0.274
H -1.075 -1.418 0.478
H 0.600 2.227 0.386
H -2.739 1.149 -0.406
H -1.223 -1.114 -1.201
H -2.199 0.822 1.231
H 3.259 -0.841 0.585
H 3.124 -0.358 -1.258
*
```

Calculated values
LUMO, eV: -5.154

d | Entry from the OMol25 dataset: a 2-piece molecular cluster, C4H7N2 overall (ωB97M-V with the def2-TZVPD basis set).

Structure (ORCA input):
```
! wB97M-V def2-TZVPD RIJCOSX def2/J DEFGRID3
* xyz 1 1
N 1.115 1.367 -0.710
N 2.320 -0.075 0.735
C 2.824 -1.022 1.329
C -2.535 1.293 -0.645
C 3.407 -1.655 2.249
C 1.582 0.652 0.100
H -1.873 0.607 -1.358
H 3.548 -1.356 3.269
H 0.179 1.637 -0.862
H 3.793 -2.578 2.228
H -3.294 0.745 -0.136
H -3.083 2.009 -1.232
H -1.879 1.797 -0.035
*
```

Calculated values
LUMO, eV: -6.468

Of them, the most stable is b and the least stable is d.